59
Properties=species:S:1:pos:R:3 method="wB97M-V/def2-TZVPD" total_energy_ev=-83944.7340 spin_multiplicity=5 homo_energy_ev="-9.08 / -9.08" lumo_ev="0.300 / 0.301" e_above_lowest_kcal_mol=7.3
Ho 0.522 0.696 -0.273
Cl 6.589 -0.707 -6.174
O -0.732 -1.540 -1.240
O 1.660 -1.708 -0.172
O -0.572 2.035 -1.345
O 0.528 3.794 -1.874
O 1.624 0.567 3.853
O 2.576 1.048 -1.117
O 1.104 0.074 -2.424
O -0.529 -1.314 1.451
O 1.584 0.620 1.622
O -2.154 0.299 0.060
N 0.399 2.861 -1.092
N -0.552 2.173 1.602
C -0.088 -2.748 -1.578
C 1.410 -2.628 -1.215
C -1.353 3.565 3.883
C 1.206 0.974 2.777
C 5.324 -0.281 -5.073
C 0.067 2.003 2.773
C 1.661 -2.231 1.147
C 0.248 -2.475 1.688
C 4.622 0.763 -3.039
C -2.669 -0.174 -1.172
C 4.032 -0.720 -5.313
C 2.270 0.500 -2.202
C -2.668 -0.279 1.243
C 3.328 0.295 -3.248
C -2.095 -1.534 -1.593
C 5.620 0.480 -3.952
C -2.003 3.743 2.669
C 3.037 -0.421 -4.403
C -0.296 2.674 3.933
C -1.568 3.029 1.562
C -1.903 -1.539 1.669
H -2.059 3.142 0.602
H 4.828 1.334 -2.146
H 3.813 -1.297 -6.197
H -3.766 -0.221 -1.147
H -2.339 0.580 -1.895
H 6.626 0.834 -3.793
H -2.221 -1.655 -2.678
H 2.021 -0.746 -4.567
H -2.099 -1.743 2.732
H -2.236 -2.418 1.093
H -2.533 0.483 2.014
H 2.238 -3.164 1.198
H -0.185 -2.944 -2.656
H -3.737 -0.505 1.146
H 1.943 -2.229 -2.079
H 0.299 -2.685 2.766
H -0.219 -3.340 1.191
H 0.264 2.482 4.835
H 2.133 -1.448 1.749
H -2.618 -2.368 -1.095
H 1.809 -3.620 -0.970
H -2.838 4.420 2.583
H -0.564 -3.585 -1.036
H -1.667 4.103 4.766



52
Properties=species:S:1:pos:R:3 method="wB97M-V/def2-TZVPD" total_energy_ev=-72072.3408 spin_multiplicity=5 total_charge=+1 homo_energy_ev="-10.52 / -10.56" lumo_ev="-3.581 / -6.229"
Co 0.364 0.288 -0.374
O 0.112 -0.466 -2.263
O 1.619 1.421 -1.148
O -3.782 -2.279 3.997
O -0.652 -0.722 0.817
O -1.341 1.441 -0.589
O 2.086 -0.334 0.948
C -4.324 -0.464 2.651
C -0.504 -0.270 -4.520
C 3.459 2.996 -3.770
C -3.510 2.321 -0.497
C 3.026 2.668 -2.514
C -1.823 -0.616 1.368
C 3.321 -1.987 2.137
C 2.166 0.065 2.325
C -2.924 -3.343 4.376
C 1.997 1.705 -2.330
C 2.675 -1.643 0.792
C 1.885 1.442 -4.747
C 3.416 -0.627 2.838
C 1.409 1.087 -3.492
C -2.462 1.340 -0.038
C 2.899 2.378 -4.896
C -3.391 -1.458 3.020
C -2.170 -1.530 2.381
C 0.341 0.096 -3.335
C -2.774 0.381 0.982
C -4.018 0.411 1.656
H 3.410 -1.579 -0.011
H -1.964 -2.972 4.741
H -1.369 -0.829 -4.174
H -3.575 3.132 0.232
H -3.436 -3.866 5.177
H 4.239 3.736 -3.885
H 2.680 -2.660 2.706
H 1.469 0.968 -5.625
H 3.448 3.126 -1.629
H 3.424 -0.708 3.922
H 1.277 -0.283 2.861
H -0.824 0.623 -5.054
H 4.306 -0.086 2.514
H 1.899 -2.357 0.510
H -3.198 2.748 -1.447
H 2.209 1.152 2.357
H -2.758 -4.026 3.540
H -4.751 1.157 1.381
H 0.066 -0.900 -5.208
H -5.272 -0.424 3.169
H 4.289 -2.463 2.004
H 3.259 2.631 -5.883
H -4.491 1.865 -0.601
H -1.438 -2.288 2.625



46
Properties=species:S:1:pos:R:3 method="wB97M-V/def2-TZVPD" total_energy_ev=-24874.4503 spin_multiplicity=1 total_charge=+1 homo_energy_ev=-12.43 lumo_ev=-5.724 e_above_lowest_kcal_mol=31.3
F -4.040 -0.456 -4.604
C -4.093 0.029 -2.280
C 2.897 -0.289 2.828
C -0.329 1.935 0.436
C 1.790 3.533 1.426
C 0.208 -1.467 0.285
C -2.022 0.758 -1.173
C 1.735 3.186 0.071
C 0.274 -3.806 -0.514
C 1.142 -2.896 -1.332
C -0.376 2.495 1.749
C -1.443 0.940 -2.443
C -3.407 0.438 -1.136
C -0.555 -2.815 0.349
C 2.077 -0.237 1.546
C -3.402 0.029 -3.489
C 0.688 3.246 2.246
C 1.066 -1.602 -0.945
C 1.091 -1.388 1.519
C -1.172 0.749 0.061
C 0.637 2.484 -0.441
C -2.118 0.553 -3.612
H -1.644 0.605 -4.589
H -0.607 -3.199 1.370
H -5.125 -0.309 -2.222
H 2.652 4.068 1.834
H 0.468 -1.387 2.427
H 1.680 -2.311 1.583
H 3.562 -1.157 2.823
H 3.507 0.608 2.935
H -1.766 0.439 0.923
H 2.745 -0.268 0.673
H 0.672 3.592 3.284
H 2.572 3.454 -0.583
H -1.237 2.270 2.390
H 1.519 0.702 1.470
H 0.861 -4.510 0.108
H 1.641 -0.772 -1.348
H -1.566 -2.709 -0.071
H -3.914 0.439 -0.169
H 2.250 -0.364 3.706
H 0.607 2.319 -1.518
H -0.496 -0.472 0.217
H 1.772 -3.309 -2.108
H -0.421 1.289 -2.559
H -0.378 -4.440 -1.125



51
Properties=species:S:1:pos:R:3 method="wB97M-V/def2-TZVPD" total_energy_ev=-33450.9457 spin_multiplicity=1 homo_energy_ev=-8.98 lumo_ev=0.604 smiles="O=C(CC[C@H]1CCCN(C(=O)c2cccnc2)C1)NCc1ccccc1F" e_above_lowest_kcal_mol=9.2
F -3.514 0.911 1.344
O 0.292 -1.029 0.600
O -1.581 -0.176 -3.829
N 1.164 1.510 4.305
N -1.439 -0.270 -1.576
N 2.378 -0.180 0.462
C 1.135 -0.222 0.979
C 2.738 -1.093 -0.603
C 0.122 2.315 4.174
C 3.827 0.778 -1.813
C -0.307 1.562 1.959
C 1.490 0.735 3.290
C -4.408 -2.896 0.120
C -4.414 -1.206 1.820
C 3.485 1.694 -0.639
C -0.955 -0.441 -2.823
C 1.431 0.158 -2.380
C 0.803 0.732 2.077
C -4.716 -2.492 1.408
C 3.334 0.885 0.654
C 2.808 -0.360 -1.950
C -3.799 -2.018 -0.758
C -3.487 -0.720 -0.371
C -3.804 -0.346 0.927
C -2.779 0.211 -1.315
C -0.654 2.373 3.026
C 0.478 -0.956 -2.826
H -0.903 -0.598 -0.779
H 1.553 0.865 -3.203
H 3.716 -1.526 -0.368
H 4.299 0.437 0.920
H 3.167 -1.066 -2.705
H -3.555 -2.330 -1.762
H 2.334 0.076 3.453
H -2.740 1.222 -0.893
H 4.819 0.348 -1.651
H 1.995 -1.891 -0.619
H 0.731 -1.291 -3.832
H -1.511 3.024 2.967
H 4.271 2.438 -0.503
H -3.291 0.256 -2.282
H -4.639 -0.864 2.818
H -4.643 -3.899 -0.201
H 0.536 -1.804 -2.144
H 2.554 2.226 -0.841
H 3.015 1.535 1.469
H -0.885 1.567 1.047
H -5.190 -3.176 2.095
H 0.976 0.699 -1.549
H -0.100 2.932 5.035
H 3.863 1.360 -2.735



52
Properties=species:S:1:pos:R:3 method="wB97M-V/def2-TZVPD" total_energy_ev=-45395.0943 spin_multiplicity=1 homo_energy_ev=-6.47 lumo_ev=-1.020 e_above_lowest_kcal_mol=5.7
S -0.837 -2.996 -0.530
F -1.557 -0.577 0.339
O 0.467 -3.610 -0.614
O -1.790 -2.992 -1.634
O -0.860 0.461 -2.135
O 0.508 -1.352 -2.423
N 1.631 1.919 1.133
C -1.683 2.457 0.004
C -0.509 -1.133 -0.335
C 2.502 0.965 1.826
C 0.581 1.510 0.424
C -0.557 4.435 -1.627
C 0.852 -0.776 -3.700
C -1.718 -3.794 0.842
C -2.492 3.441 -0.530
C -3.743 -4.567 1.919
C 1.346 -1.913 -4.548
C 2.012 3.313 1.302
C 3.189 3.293 2.282
C -2.986 -5.046 2.996
C 0.249 3.436 -1.116
C -1.929 4.457 -1.321
C -0.960 -4.275 1.911
C -0.330 -0.563 -1.727
C -3.109 -3.937 0.838
C 3.604 1.824 2.447
C -0.292 2.464 -0.235
C -1.594 -4.889 2.995
H -0.038 -0.296 -4.122
H 2.860 3.722 3.230
H 4.003 3.897 1.877
H -3.683 -3.560 -0.010
H 1.631 -0.023 -3.519
H 1.866 -1.499 -5.414
H 1.934 0.399 2.578
H 3.745 1.558 3.495
H -0.989 -5.235 3.836
H 0.407 0.436 0.476
H -3.482 -5.525 3.845
H 1.166 3.927 1.650
H 0.122 -4.167 1.883
H -3.562 3.434 -0.310
H -2.561 5.252 -1.708
H 2.340 3.728 0.339
H -2.092 1.675 0.649
H 4.535 1.631 1.911
H 1.319 3.394 -1.367
H -4.830 -4.676 1.923
H 2.029 -2.560 -3.985
H 2.894 0.227 1.114
H 0.497 -2.509 -4.907
H -0.108 5.215 -2.246